Record 1
The following is a DFT calculation (wB97M-V/def2-TZVPD) of a 2-piece molecular cluster, C4H14N3O overall at a distorted geometry.

energy relative to the best compared isomer or geometry (same formula, charge and spin): 79.5 kcal/mol
energy: -400.0059 a.u.
HOMO-LUMO gap: 9.34 eV
multiplicity: 1
total charge: +1

Cartesian coordinates (Å):
C -1.000 -0.509 -1.475
C -0.273 -1.285 -0.244
C 0.877 -0.395 0.212
C 2.071 -0.702 -0.328
N 3.259 0.036 -0.459
N 0.523 0.796 0.974
N -0.550 0.916 -1.517
H -1.996 -0.571 -1.239
H -0.928 -1.095 -2.376
H 0.031 -2.173 -0.646
H -1.167 -1.443 0.442
H 2.218 -1.718 -0.748
H 3.499 0.735 0.120
H 4.132 -0.406 -0.750
H 0.103 0.561 1.860
H -0.149 1.471 0.533
H 1.296 1.460 0.942
H -1.323 1.527 -1.479
H -0.116 1.014 -2.370
H -3.672 -0.122 2.742
H -3.805 1.274 2.945
O -3.027 0.630 2.863

Record 2
The following is a DFT calculation (wB97M-V/def2-TZVPD) of one molecule with the formula C19H29NO.

energy relative to the best compared isomer or geometry (same formula, charge and spin): 23.9 kcal/mol
energy: -871.3471 a.u.
HOMO-LUMO gap: 8.70 eV
multiplicity: 1
structure (SMILES): OCC1(CCCc2ccccc2)CCN(C2CCC2)CC1

Cartesian coordinates (Å):
O 0.216 0.642 3.306
C -0.281 -0.199 2.295
C -0.532 0.519 0.953
C 0.748 1.214 0.447
C 2.013 0.356 0.411
C 3.181 1.128 -0.216
C 4.421 0.281 -0.231
C 5.283 0.269 0.858
C 6.405 -0.540 0.863
C 6.679 -1.353 -0.224
C 5.824 -1.352 -1.313
C 4.703 -0.541 -1.314
C -1.050 -0.508 -0.069
C -2.001 0.145 -1.075
N -3.197 0.704 -0.461
C -4.444 0.038 -0.722
C -4.895 -0.074 -2.192
C -5.272 -1.544 -1.952
C -4.584 -1.503 -0.580
C -3.012 1.037 0.942
C -1.615 1.596 1.166
H 1.058 1.008 3.012
H -1.228 -0.579 2.685
H 0.389 -1.057 2.137
H 0.550 1.578 -0.564
H 0.936 2.094 1.069
H 2.307 0.047 1.417
H 1.842 -0.551 -0.171
H 3.360 2.039 0.360
H 2.915 1.417 -1.235
H 5.077 0.905 1.708
H 7.068 -0.536 1.716
H 7.555 -1.984 -0.222
H 6.033 -1.983 -2.165
H 4.040 -0.542 -2.168
H -1.578 -1.308 0.454
H -0.219 -0.964 -0.608
H -1.472 0.955 -1.593
H -2.286 -0.590 -1.830
H -5.201 0.552 -0.124
H -4.080 0.056 -2.899
H -5.710 0.587 -2.478
H -4.860 -2.258 -2.663
H -6.347 -1.701 -1.884
H -3.628 -2.022 -0.568
H -5.180 -1.847 0.264
H -3.759 1.794 1.204
H -3.175 0.168 1.602
H -1.466 2.424 0.471
H -1.532 1.986 2.182

Record 3
The following is a DFT calculation (wB97M-V/def2-TZVPD) of an isolated ion of composition C12H18NO and charge +1 at a distorted geometry.

energy relative to the best compared isomer or geometry (same formula, charge and spin): 11.2 kcal/mol
energy: -597.5147 a.u.
HOMO-LUMO gap (alpha / beta): 6.52 / 6.15 eV
multiplicity: 3
total charge: +1

Cartesian coordinates (Å):
C -2.750 0.482 1.971
C -2.146 0.058 1.019
C -3.107 0.504 -1.940
C -1.897 0.351 -1.403
C 0.477 -0.384 2.321
C 1.724 0.346 1.786
C 0.067 -1.465 1.328
C 0.717 -1.248 -1.187
C 1.312 1.133 0.574
C -1.406 -0.133 -0.138
C -0.190 -0.790 0.002
C 1.971 2.303 -1.417
N 0.679 -2.679 -1.439
O 2.183 1.321 -0.424
H -3.240 0.626 2.894
H -3.151 1.119 -2.920
H -3.954 0.393 -1.409
H -1.003 0.522 -2.032
H 0.639 -0.900 3.222
H -0.342 0.268 2.467
H 2.095 1.116 2.436
H 2.407 -0.379 1.525
H 0.918 -2.096 1.190
H -0.854 -1.985 1.651
H 0.312 -0.758 -2.211
H 1.694 -0.924 -1.009
H 0.350 1.828 0.693
H 2.288 3.251 -1.184
H 0.899 2.533 -1.610
H 2.446 1.842 -2.332
H 1.145 -3.293 -0.836
H -0.282 -2.965 -1.590

Record 4
The following is a DFT calculation (wB97M-V/def2-TZVPD) of one molecule with the formula C4H2F2O at a distorted geometry.

energy relative to the best compared isomer or geometry (same formula, charge and spin): 16.2 kcal/mol
energy: -428.5281 a.u.
HOMO-LUMO gap: 10.38 eV
multiplicity: 1
structure (SMILES): O=C1C=CC1(F)F

Cartesian coordinates (Å):
O 1.079 1.960 -0.114
C 0.449 0.977 0.040
C -1.010 0.600 0.138
C -0.791 -0.702 -0.064
C 0.726 -0.542 -0.052
F 1.496 -1.006 -1.043
F 1.371 -1.052 1.055
H -1.934 1.281 0.245
H -1.384 -1.517 -0.207

Record 5
The following is a DFT calculation (wB97M-V/def2-TZVPD) of C36H54N6NaO2PSSe as an isolated structure.

energy relative to the best compared isomer or geometry (same formula, charge and spin): 15.5 kcal/mol
energy: -5186.4965 a.u.
HOMO-LUMO gap: 3.00 eV
multiplicity: 1
total charge: -2

Cartesian coordinates (Å):
Na -1.933 -0.720 0.505
C -1.155 -2.085 4.672
C 0.154 -2.180 5.102
C 1.160 -2.334 4.157
C 0.803 -2.395 2.816
N -0.456 -2.287 2.395
C -1.424 -2.138 3.305
C 1.849 -2.570 1.763
C 3.044 -1.856 1.815
C 3.971 -2.031 0.803
C 3.683 -2.913 -0.227
C 2.473 -3.591 -0.190
N 1.580 -3.434 0.784
H -1.979 -1.958 5.363
H 0.400 -2.134 6.158
H 2.198 -2.424 4.452
H -2.447 -2.026 2.906
H 3.219 -1.145 2.610
H 4.894 -1.464 0.805
H 4.366 -3.064 -1.053
H 2.196 -4.288 -0.977
N -0.504 0.912 0.395
P 0.597 1.935 0.465
N 1.348 2.112 1.985
C 2.458 3.013 2.235
C 2.377 3.602 3.642
C 2.425 2.502 4.713
C 1.773 1.206 4.201
C 0.713 1.503 3.149
N 0.246 3.599 0.143
C -0.617 4.202 1.173
C -1.235 5.515 0.668
C -0.302 6.171 -0.343
C -0.215 5.275 -1.585
C -0.334 3.797 -1.184
N 1.891 1.743 -0.642
C 2.822 2.785 -1.056
C 3.046 2.750 -2.565
C 3.686 1.421 -2.988
C 3.206 0.275 -2.081
C 1.825 0.566 -1.509
H 2.446 3.819 1.497
H 3.431 2.501 2.122
H 1.438 4.156 3.728
H 3.182 4.328 3.791
H 1.909 2.848 5.614
H 3.461 2.308 5.007
H 1.341 0.629 5.022
H 2.531 0.570 3.734
H -0.066 2.153 3.583
H 0.203 0.599 2.818
H 0.001 4.411 2.050
H -1.406 3.502 1.478
H -1.439 6.170 1.519
H -2.200 5.319 0.190
H 0.689 6.273 0.110
H -0.638 7.177 -0.611
H 0.725 5.451 -2.118
H -1.026 5.523 -2.278
H 0.194 3.162 -1.897
H -1.380 3.464 -1.204
H 3.802 2.678 -0.557
H 2.423 3.755 -0.756
H 3.664 3.599 -2.872
H 2.078 2.872 -3.060
H 4.777 1.505 -2.940
H 3.439 1.206 -4.032
H 3.897 0.145 -1.244
H 3.189 -0.673 -2.624
H 1.440 -0.276 -0.934
H 1.108 0.707 -2.335
C -2.918 0.513 -1.875
C -2.088 -0.562 -2.505
C -1.918 -0.623 -4.013
O -1.530 -1.405 -1.832
H -3.427 1.137 -2.611
H -2.235 1.113 -1.255
H -3.649 0.055 -1.183
H -2.445 0.171 -4.539
H -2.281 -1.598 -4.348
H -0.850 -0.574 -4.238
C -6.274 -4.226 -3.737
C -4.918 -4.307 -3.082
C -4.725 -3.857 -1.782
C -3.478 -3.924 -1.174
C -2.412 -4.442 -1.887
C -2.566 -4.873 -3.202
C -3.821 -4.811 -3.787
S -0.751 -4.395 -1.223
C -0.976 -5.539 0.129
O 0.095 -5.110 -2.249
H -6.976 -3.681 -3.107
H -6.690 -5.220 -3.922
H -6.219 -3.713 -4.701
H -5.519 -3.377 -1.214
H -3.385 -3.463 -0.183
H -1.702 -5.242 -3.740
H -3.950 -5.142 -4.814
H -1.367 -6.481 -0.254
H -1.658 -5.085 0.852
H 0.008 -5.660 0.580
Se -4.391 -1.405 1.314

Record 6
The following is a DFT calculation (wB97M-V/def2-TZVPD) of a 2-piece molecular cluster, C4H14N2OS overall at a distorted geometry.

energy relative to the best compared isomer or geometry (same formula, charge and spin): 55.4 kcal/mol
energy: -743.6456 a.u.
HOMO-LUMO gap: 9.31 eV
multiplicity: 1
structure (SMILES): NCCNCCS.O

Cartesian coordinates (Å):
N -1.307 -0.421 2.211
C -2.183 -0.475 1.031
C -1.607 -0.933 -0.351
N -0.244 -0.562 -0.718
C -0.010 0.542 -1.837
C 1.556 0.731 -1.947
S 2.489 1.910 -0.940
H -0.948 -1.267 2.534
H -0.650 0.224 2.328
H -2.971 -1.183 1.376
H -2.772 0.488 0.901
H -2.253 -0.544 -1.206
H -1.568 -1.985 -0.441
H 0.144 -0.155 0.133
H -0.585 1.446 -1.471
H -0.443 0.226 -2.731
H 2.007 -0.303 -1.980
H 1.546 1.044 -3.051
H 3.123 1.072 -0.082
O 2.298 0.256 2.331
H 2.873 0.213 1.459
H 1.505 -0.322 2.452

Record 7
The following is a DFT calculation (wB97M-V/def2-TZVPD) of C3H4CsLi2O2 as an isolated structure at a distorted geometry.

energy relative to the best compared isomer or geometry (same formula, charge and spin): 70.4 kcal/mol
energy: -302.0181 a.u.
HOMO-LUMO gap: 5.21 eV
multiplicity: 1
total charge: +1

Cartesian coordinates (Å):
O 0.698 -0.523 0.526
C -0.283 -1.276 1.064
C 0.465 0.949 0.435
O -0.127 -2.497 0.822
C -0.522 1.307 -0.634
Li -0.328 -3.259 2.453
H 1.448 1.435 0.417
H 0.362 1.278 1.477
H 0.040 0.955 -1.474
H -1.187 1.258 -1.539
Li -2.389 0.802 0.197
Cs 1.823 -0.430 -3.744

Record 8
The following is a DFT calculation (wB97M-V/def2-TZVPD) of C42H50N3O5S2Y as an isolated structure at a distorted geometry.

energy relative to the best compared isomer or geometry (same formula, charge and spin): 33.0 kcal/mol
energy: -3005.8444 a.u.
HOMO-LUMO gap: 5.81 eV
multiplicity: 1

Cartesian coordinates (Å):
Y -1.138 -0.125 -1.116
C -1.901 -1.658 1.265
C -1.733 -2.863 0.562
C -2.607 -2.791 -0.588
C -3.243 -1.535 -0.535
C -2.820 -0.811 0.609
C -3.657 0.249 1.316
C -2.774 1.168 2.158
C -4.471 1.078 0.320
C -4.647 -0.460 2.254
C -3.063 -3.822 -1.634
C -1.947 -4.702 -2.201
C -4.152 -4.717 -1.014
C -3.733 -3.126 -2.831
C -0.818 -3.973 1.100
C 0.462 -4.186 0.265
C -0.343 -3.618 2.518
C -1.571 -5.306 1.227
H -1.397 -1.401 2.183
H -4.048 -1.226 -1.187
H -2.097 1.741 1.526
H -2.170 0.592 2.862
H -3.384 1.872 2.731
H -3.849 1.542 -0.452
H -4.996 1.885 0.836
H -5.218 0.463 -0.184
H -4.113 -0.996 3.040
H -5.241 -1.187 1.698
H -5.326 0.257 2.724
H -1.464 -5.315 -1.444
H -1.180 -4.101 -2.693
H -2.364 -5.375 -2.953
H -3.774 -5.363 -0.229
H -4.596 -5.349 -1.788
H -4.942 -4.096 -0.587
H -3.107 -2.353 -3.272
H -4.685 -2.674 -2.548
H -3.947 -3.871 -3.599
H 1.253 -3.521 0.615
H 0.312 -4.006 -0.795
H 0.828 -5.210 0.386
H 0.226 -2.688 2.540
H 0.312 -4.413 2.880
H -1.183 -3.533 3.211
H -1.718 -5.796 0.267
H -2.548 -5.160 1.691
H -0.992 -5.990 1.852
O 3.853 -3.346 -3.132
C 2.755 -2.751 -2.621
C 2.714 -2.264 -1.314
C 1.548 -1.668 -0.888
N 0.486 -1.575 -1.679
C 0.539 -1.978 -2.950
C 1.659 -2.588 -3.468
C -0.664 -1.560 -3.799
O -0.766 -1.981 -4.930
O -1.449 -0.736 -3.176
C 1.420 -0.918 0.439
O 2.183 -1.188 1.350
O 0.510 -0.003 0.408
H 4.541 -3.397 -2.458
H 3.562 -2.328 -0.643
H 1.686 -2.896 -4.503
S -1.369 2.712 -1.062
C 0.218 2.908 -0.537
N 0.554 3.449 0.614
C 1.963 3.508 1.016
C 2.762 3.992 -0.159
N 2.555 3.065 -1.268
C 3.746 2.757 -2.066
C 4.785 2.058 -1.223
C 4.409 0.986 -0.419
C 5.340 0.347 0.383
C 6.665 0.768 0.372
C 7.048 1.831 -0.432
C 6.107 2.481 -1.221
C 1.381 2.470 -1.467
S 1.072 1.325 -2.609
C -0.417 3.863 1.641
C -0.145 5.271 2.101
C -0.175 6.314 1.179
C 0.069 7.615 1.586
C 0.339 7.886 2.923
C 0.365 6.853 3.845
C 0.127 5.547 3.433
H 2.284 2.512 1.335
H 2.047 4.199 1.851
H 3.824 3.990 0.081
H 2.467 5.006 -0.446
H 4.141 3.694 -2.466
H 3.426 2.137 -2.901
H 3.377 0.661 -0.407
H 5.017 -0.467 1.019
H 7.396 0.274 0.998
H 8.077 2.165 -0.437
H 6.405 3.321 -1.839
H -0.352 3.150 2.466
H -1.409 3.781 1.205
H -0.402 6.104 0.139
H 0.039 8.421 0.864
H 0.525 8.903 3.242
H 0.572 7.059 4.886
H 0.152 4.738 4.154